No. 1
Density functional theory data (the ωB97M-V functional and the def2-TZVPD basis) for C21H24BrN6OsS2 as an isolated structure.

Cartesian coordinates (Å):
1 C 3.28 1.03 0.10
2 C 2.43 -0.41 -1.64
3 C -2.82 3.79 -0.96
4 C -2.99 -2.15 2.22
5 C 2.45 -4.10 -0.83
6 C -0.77 -1.21 3.03
7 H 4.07 1.37 -0.56
8 N 0.34 -0.58 2.44
9 H 3.47 -0.31 -1.96
10 H 3.11 0.40 3.88
11 H 2.96 -5.00 -1.14
12 C 1.46 -4.17 0.16
13 H -3.41 -2.63 3.09
14 H 0.82 1.77 -2.04
15 H -3.00 2.69 -4.11
16 S -3.82 -2.21 0.70
17 H 1.21 -5.13 0.61
18 C 1.29 -0.35 3.36
19 Os 0.25 -0.10 0.46
20 C 2.15 -1.73 -1.01
21 C 2.79 -2.89 -1.41
22 C -2.00 3.68 0.15
23 C -0.66 -1.46 4.34
24 N -1.57 -0.99 0.81
25 C -2.75 2.83 -1.98
26 H -4.42 2.23 -3.17
27 H -3.20 -1.53 -1.97
28 H 1.71 2.78 -0.88
29 H 3.05 1.85 0.79
30 N 2.45 0.24 3.13
31 C -1.17 2.59 0.19
32 C 0.82 -3.03 0.58
33 H -1.81 -0.52 -1.75
34 H -3.49 4.64 -1.06
35 N 2.07 0.69 -0.70
36 H -4.00 3.93 -3.34
37 H -1.37 -1.92 5.00
38 Br 0.14 2.39 1.55
39 H 3.63 0.15 0.63
40 C 1.12 -1.76 -0.01
41 S 0.86 -0.90 4.93
42 C 1.76 1.90 -1.52
43 H 3.56 -2.85 -2.18
44 H -1.78 1.04 -2.59
45 C -1.84 -1.49 2.09
46 C -3.58 2.93 -3.22
47 C -2.53 -1.36 -0.04
48 H -2.00 4.42 0.94
49 H 1.82 -0.30 -2.54
50 C -1.87 1.77 -1.80
51 H 2.55 2.05 -2.25
52 N -1.08 1.62 -0.71
53 N -2.48 -1.16 -1.36
54 H 0.08 -3.10 1.36
55 H 2.71 0.55 2.21

Summary:
M   694.7 g/mol
Charge   +3
HOMO-LUMO gap (alpha / beta)   5.1 / 5.1 eV
ΔE to the lowest compared entry with this formula, charge and spin   17.3 kcal/mol
HOMO (alpha / beta)   -16.715 / -16.716 eV
Largest force on an atom   1.167 eV Å⁻¹
Calculated total energy   -125261.1876 eV

---

No. 2
Density functional theory data (the ωB97M-V functional and the def2-TZVPD basis) for one molecule with the formula C21H24Cl2N4O4.

Cartesian coordinates (Å):
1 H -3.41 -1.06 -1.43
2 C 3.66 3.44 -2.52
3 C 0.19 0.08 -2.39
4 C 3.02 4.75 -2.97
5 H 0.69 -1.75 -0.42
6 O 0.73 -3.98 3.63
7 H 3.86 2.76 -3.34
8 C -1.47 1.21 -1.12
9 H 3.21 5.75 -1.07
10 H 2.23 4.56 -3.69
11 C -0.23 -2.22 2.90
12 H -2.32 -2.94 3.23
13 H 3.74 5.44 -3.41
14 C -0.67 -3.34 0.03
15 C -1.32 -1.25 -0.97
16 O -2.57 -0.94 1.96
17 H -1.75 -5.36 5.09
18 H 0.09 -3.99 0.43
19 H 4.60 3.65 -2.00
20 H 0.51 -0.93 -2.64
21 C -1.27 -3.11 3.29
22 C 1.29 0.82 -1.61
23 C 2.65 2.85 -1.52
24 C -1.31 1.01 1.34
25 C -2.64 -1.68 -1.01
26 H 1.27 2.29 -3.00
27 H 1.96 4.13 0.12
28 N -0.97 0.00 -1.51
29 O 1.66 0.41 -0.52
30 H -1.53 -6.08 3.50
31 N 0.95 -2.75 3.11
32 C -2.27 1.27 0.16
33 C -1.49 -0.40 1.89
34 H 0.80 3.92 -1.20
35 H -3.08 0.53 0.20
36 N 1.76 1.92 -2.20
37 H 1.65 6.05 -1.85
38 Cl -2.40 -5.28 0.69
39 H -2.70 2.27 0.23
40 H -0.18 -6.07 4.65
41 H 3.14 2.28 -0.73
42 N -0.33 -0.95 2.36
43 H -0.27 1.17 1.03
44 C 1.86 4.06 -0.96
45 C -0.33 -2.09 -0.46
46 C -2.98 -2.92 -0.48
47 C -0.59 -4.20 3.74
48 C 2.42 5.30 -1.67
49 Cl -4.62 -3.42 -0.50
50 H -0.08 0.63 -3.30
51 O -1.15 2.23 -1.72
52 H 0.55 -0.51 2.17
53 C -1.99 -3.75 0.04
54 H -1.54 1.70 2.15
55 C -1.04 -5.51 4.28

Summary:
Structure (SMILES)   Cc1cc(NC(=O)CCC(=O)N(CC(=O)NC2CCCC2)c2ccc(Cl)c(Cl)c2)no1
M   467.4 g/mol
Charge   0
HOMO-LUMO gap   9.4 eV
ΔE to the lowest compared entry with this formula, charge and spin   28.0 kcal/mol
HOMO   -8.770 eV
Largest force on an atom   1.336 eV Å⁻¹
Calculated total energy   -61362.9398 eV

---

No. 3
Density functional theory data (the ωB97M-V functional and the def2-TZVPD basis) for a 4-piece molecular cluster, C21H24ClF25NO3 overall.

Cartesian coordinates (Å):
1 C 2.44 -3.69 -0.58
2 F 2.62 -1.92 -3.56
3 C 1.92 -2.47 -4.56
4 C 4.29 0.64 -0.98
5 C -6.91 6.81 2.20
6 C 7.55 0.64 -0.65
7 C -3.38 4.77 2.62
8 H -1.76 -2.16 -0.23
9 F -8.38 5.15 2.84
10 F 3.33 1.66 -2.86
11 O 2.66 -4.66 -3.95
12 F 0.95 -4.42 -5.33
13 H -1.80 -2.58 2.37
14 H 1.79 -4.43 -0.09
15 C 1.54 -3.91 -4.22
16 H -3.07 0.84 2.91
17 C 3.43 -4.39 -1.51
18 C -4.20 4.27 1.44
19 F 0.67 -4.00 -3.22
20 H -3.21 -4.59 0.72
21 C -3.52 -0.88 1.62
22 O -6.70 4.52 1.61
23 H -0.79 1.05 2.48
24 F 3.12 -3.01 0.38
25 F 1.67 -2.82 -1.24
26 H -5.72 2.89 1.00
27 F 7.42 0.09 -1.88
28 F 4.34 1.85 -0.38
29 F 0.80 -1.74 -4.75
30 H -2.98 -3.75 2.86
31 H 4.87 -0.73 0.51
32 C -5.57 3.66 1.75
33 H 3.51 -6.05 -2.80
34 F -7.24 7.60 3.25
35 C -2.31 -3.05 -0.40
36 F 4.14 -5.26 -0.75
37 H -2.45 -0.73 3.43
38 N -3.87 -2.15 2.00
39 C 2.81 -5.23 -2.65
40 O 6.51 0.33 0.16
41 F -2.21 5.29 2.17
42 H -3.27 -2.81 -0.80
43 H 5.60 -1.11 -1.03
44 F 5.50 1.35 -2.91
45 H -0.64 -0.60 1.96
46 H 4.18 -0.15 -3.00
47 F -1.26 -4.53 1.07
48 C 7.76 2.15 -0.74
49 F 3.09 0.08 -0.70
50 F 8.76 2.40 -1.61
51 H -3.15 3.95 3.31
52 C -7.07 5.35 2.61
53 F -4.34 5.26 0.52
54 F -3.45 3.29 0.86
55 F 6.64 2.75 -1.19
56 Cl -5.11 0.07 1.47
57 C 5.35 -0.29 -0.36
58 H 2.52 -2.45 -5.48
59 H -7.58 7.03 1.36
60 F 8.67 0.12 -0.10
61 H -5.57 3.14 2.70
62 C -2.75 -3.03 2.09
63 C 4.33 0.81 -2.50
64 H 1.89 -5.69 -2.32
65 H -1.79 -3.63 -1.13
66 H 8.01 2.55 0.24
67 H -1.42 0.57 0.97
68 C -1.29 0.25 1.98
69 F -6.41 5.09 3.76
70 H -3.08 -0.78 0.64
71 C -2.48 -3.84 0.85
72 F -4.03 5.75 3.30
73 F -5.64 7.08 1.84
74 C -2.63 -0.08 2.61
75 F 4.32 -3.49 -2.01

Summary:
M   848.8 g/mol
Charge   -1
HOMO-LUMO gap   4.5 eV
ΔE to the lowest compared entry with this formula, charge and spin   0.0 kcal/mol
HOMO   -2.552 eV
Largest force on an atom   1.363 eV Å⁻¹
Calculated total energy   -110258.5046 eV

---

No. 4
Density functional theory data (the ωB97M-V functional and the def2-TZVPD basis) for one molecule with the formula C21H24ClN3O6S.

Cartesian coordinates (Å):
1 C -0.27 3.80 0.43
2 C -1.45 -1.10 -2.00
3 H -2.52 -2.42 -0.96
4 H 3.39 0.08 -2.39
5 H -1.50 -2.15 3.64
6 H 2.27 2.15 1.95
7 O -0.47 -0.76 -2.66
8 C 2.54 1.73 0.99
9 H 4.64 2.13 1.15
10 C -1.90 -1.88 2.65
11 N -2.18 1.16 -2.03
12 C 0.00 -2.48 1.36
13 C -0.39 -4.11 -0.52
14 C 4.14 1.11 -0.67
15 C 1.84 -3.05 -0.08
16 C 3.85 1.70 0.56
17 O -0.15 1.43 2.21
18 C -0.88 -3.47 -1.82
19 H 3.72 -2.12 0.36
20 H 2.22 -3.60 -0.93
21 C 1.55 1.16 0.21
22 S -0.13 1.18 0.80
23 H 0.05 3.72 1.48
24 H -1.75 -0.82 2.47
25 O -2.59 3.81 0.51
26 C 0.86 -1.66 2.09
27 H -2.97 -2.11 2.62
28 H -1.57 5.47 1.06
29 C 3.15 0.54 -1.45
30 C 1.84 0.57 -1.00
31 C 0.51 -3.20 0.26
32 H 0.56 4.14 -0.19
33 H 2.84 -0.91 2.32
34 C -1.51 4.69 0.31
35 O -3.51 -0.37 -0.97
36 H -2.48 3.21 -2.10
37 H -1.44 -4.21 -2.41
38 H 0.16 -5.02 -0.79
39 O -0.84 0.04 0.31
40 H -1.57 5.14 -0.69
41 N -0.76 2.51 -0.04
42 O -1.31 -2.66 1.64
43 H -0.03 -3.11 -2.41
44 Cl 5.78 1.07 -1.21
45 H 1.05 0.11 -1.58
46 N -1.73 -2.33 -1.59
47 H -3.83 2.25 -1.43
48 C -2.50 -0.07 -1.58
49 C 2.69 -2.22 0.64
50 C -2.22 2.57 -0.03
51 C -2.75 2.36 -1.47
52 H -1.25 -4.39 0.09
53 H 0.49 -1.11 2.94
54 H -1.24 1.22 -2.41
55 H -2.63 1.77 0.60
56 C 2.19 -1.54 1.73

Summary:
Structure (SMILES)   COc1ccccc1CCNC(=O)C(=O)NC[C@@H]1OCCN1S(=O)(=O)c1ccc(Cl)cc1
M   482.0 g/mol
Charge   0
HOMO-LUMO gap   8.5 eV
ΔE to the lowest compared entry with this formula, charge and spin   9.3 kcal/mol
HOMO   -8.221 eV
Largest force on an atom   1.086 eV Å⁻¹
Calculated total energy   -62280.1411 eV

---

No. 5
Density functional theory data (the ωB97M-V functional and the def2-TZVPD basis) for one molecule with the formula C21H24FN5O4.

Cartesian coordinates (Å):
1 H -2.85 -3.34 1.57
2 N 5.31 1.70 1.33
3 H -3.51 3.50 -1.49
4 C -1.52 -3.21 0.06
5 O 4.48 2.59 1.41
6 N -2.47 -2.72 0.87
7 N 4.28 0.21 -1.88
8 C -4.04 2.67 -1.05
9 C -4.24 0.33 -0.54
10 H 0.94 2.40 -0.40
11 H 5.48 -0.39 -3.39
12 C 1.78 0.55 -1.07
13 C 2.54 0.75 1.26
14 C -1.21 -4.67 0.31
15 H -0.87 -4.81 1.34
16 N 2.88 0.68 -0.14
17 C -3.66 -1.06 -0.55
18 O -0.95 -2.56 -0.80
19 F -5.76 4.14 -0.38
20 H 0.98 0.07 2.57
21 H 2.51 1.79 1.60
22 N -1.01 -0.13 0.47
23 C -3.06 -1.38 0.83
24 C -5.26 2.89 -0.43
25 H 1.24 -0.96 1.17
26 H -2.88 -1.15 -1.31
27 C -5.98 1.85 0.14
28 H -0.85 -0.85 -0.24
29 O -2.31 0.42 2.24
30 O 6.18 1.49 2.17
31 C 4.14 0.61 -0.61
32 H -2.60 1.21 -1.59
33 C -2.08 -0.27 1.27
34 C 0.60 1.38 -0.56
35 C 6.54 0.48 -0.33
36 H 7.42 0.65 0.28
37 H -3.86 -1.37 1.58
38 C 5.31 0.89 0.17
39 H -0.37 1.58 1.37
40 H 7.57 -0.38 -2.00
41 H 2.12 0.91 -2.05
42 H 3.31 0.23 1.84
43 C 6.63 -0.07 -1.59
44 H -2.10 -5.28 0.16
45 C 0.06 0.79 0.75
46 C -3.54 1.39 -1.10
47 H -0.18 1.40 -1.31
48 H -6.92 2.05 0.62
49 H 1.49 -0.50 -1.19
50 C -5.46 0.57 0.08
51 H -0.44 -5.00 -0.37
52 C 5.46 -0.10 -2.35
53 C 1.19 0.08 1.50
54 H -6.01 -0.25 0.52
55 H -4.44 -1.80 -0.77

Summary:
Structure (SMILES)   CC(=O)N[C@H](Cc1ccc(F)cc1)C(=O)NC1CCN(c2ncccc2[N+](=O)[O-])CC1
M   429.5 g/mol
Charge   0
HOMO-LUMO gap   8.2 eV
ΔE to the lowest compared entry with this formula, charge and spin   7.2 kcal/mol
HOMO   -8.396 eV
Largest force on an atom   1.369 eV Å⁻¹
Calculated total energy   -40523.2726 eV

---

No. 6
Density functional theory data (the ωB97M-V functional and the def2-TZVPD basis) for one molecule with the formula C21H24FNO4.

Cartesian coordinates (Å):
1 H -2.97 -2.20 -0.39
2 H -4.02 -2.20 -2.49
3 H 4.69 0.68 -1.93
4 C -1.50 -0.48 0.70
5 C 2.11 2.16 1.01
6 H 0.15 3.25 1.94
7 C -0.85 0.69 0.96
8 H -0.39 -1.75 1.95
9 H 6.14 -0.46 1.95
10 C -1.18 3.12 0.22
11 H -2.68 -1.07 -2.67
12 C 3.16 1.54 0.18
13 H -4.33 -0.47 -2.49
14 H -4.96 -3.59 2.29
15 H -5.94 -3.45 0.81
16 H 8.30 -1.59 -1.55
17 H -2.08 -2.21 1.80
18 C -1.50 1.72 0.23
19 O 1.24 2.82 0.24
20 C -4.97 -3.23 1.27
21 C 5.27 0.20 0.09
22 H -5.59 -1.58 -0.52
23 O 2.04 2.09 2.21
24 C -3.44 -1.25 -0.65
25 H -5.01 -0.13 0.35
26 C 5.42 0.18 -1.30
27 C 7.45 -1.09 -1.11
28 C -4.78 -1.17 0.11
29 H -4.19 -3.74 0.70
30 O -4.75 -1.84 1.35
31 H -3.46 2.85 -1.19
32 C 0.16 3.50 0.87
33 N -2.52 -0.22 -0.19
34 H -0.02 0.80 1.63
35 C -1.21 -1.83 1.26
36 H 0.31 4.58 0.75
37 H -0.94 -2.54 0.48
38 C 4.16 0.86 0.75
39 C 6.22 -0.45 0.87
40 C -3.52 1.78 -1.37
41 C 6.50 -0.45 -1.89
42 O -1.88 4.00 -0.24
43 H 6.60 -0.45 -2.96
44 H -4.54 1.44 -1.21
45 H 4.14 0.79 1.83
46 H -3.25 1.61 -2.42
47 C -2.55 1.11 -0.46
48 C 7.29 -1.07 0.27
49 H 3.06 1.70 -0.88
50 F 8.21 -1.69 1.04
51 C -3.63 -1.24 -2.17

Summary:
Structure (SMILES)   COC[C@@H](C)n1c(C)cc(C(=O)COC(=O)/C=C/c2cccc(F)c2)c1C
M   373.4 g/mol
Charge   0
HOMO-LUMO gap   7.8 eV
ΔE to the lowest compared entry with this formula, charge and spin   21.7 kcal/mol
HOMO   -8.025 eV
Largest force on an atom   0.933 eV Å⁻¹
Calculated total energy   -34563.5737 eV

---

No. 7
Density functional theory data (the ωB97M-V functional and the def2-TZVPD basis) for C21H24GeN4O2Re as an isolated structure.

Cartesian coordinates (Å):
1 H 2.83 -3.80 1.21
2 C 1.76 -2.01 0.80
3 C -3.11 1.23 3.04
4 H -2.79 -1.14 1.58
5 H -3.24 -0.36 -0.55
6 H 5.05 -2.64 0.99
7 N 1.78 -0.69 0.52
8 C -2.93 -4.52 -0.27
9 H -2.91 2.18 2.54
10 H -0.82 -4.23 -0.62
11 Re -0.09 0.16 0.37
12 H 0.27 1.15 5.42
13 H -2.96 -5.47 -0.80
14 C 4.13 -2.09 0.85
15 N -0.46 -1.90 0.62
16 C -1.73 -3.84 -0.18
17 H -0.51 2.58 4.72
18 C -1.52 -1.37 4.30
19 C -4.00 1.44 -1.43
20 N 0.52 -2.65 0.84
21 C -0.11 2.80 -0.72
22 O 0.33 3.90 -0.79
23 H 0.08 1.81 2.17
24 H -0.51 -1.76 4.40
25 H -3.65 0.57 2.35
26 C 2.91 -2.74 0.98
27 C -0.67 1.56 5.08
28 C -4.08 -4.00 0.31
29 Ge -1.46 0.47 3.71
30 O 0.69 1.69 -0.48
31 C -1.53 2.42 -0.88
32 C -1.71 -2.61 0.47
33 C -4.04 -2.78 0.97
34 H -4.44 3.38 -2.24
35 H -1.97 -1.37 5.30
36 H -5.01 -4.54 0.24
37 H -1.37 1.59 5.92
38 H -2.12 4.25 -1.75
39 C 4.15 -0.74 0.53
40 H 2.92 1.00 0.14
41 H -4.96 1.01 -1.65
42 C -2.85 -2.07 1.04
43 N -1.82 1.15 -0.49
44 H -2.10 -2.03 3.67
45 C -3.04 0.67 -0.81
46 C -2.43 3.25 -1.48
47 H 0.88 0.31 2.76
48 C -3.70 2.76 -1.75
49 C 2.96 -0.06 0.37
50 H -3.76 1.42 3.90
51 H -4.93 -2.38 1.44
52 C -0.01 0.72 2.27
53 H 5.08 -0.21 0.41

Summary:
M   623.3 g/mol
Charge   +2
<S²>   0.766
HOMO-LUMO gap (alpha / beta)   6.6 / 6.3 eV
ΔE to the lowest compared entry with this formula, charge and spin   15.6 kcal/mol
HOMO (alpha / beta)   -15.250 / -15.064 eV
Multiplicity   2
Largest force on an atom   1.370 eV Å⁻¹
Calculated total energy   -90851.8763 eV

---

No. 8
Density functional theory data (the ωB97M-V functional and the def2-TZVPD basis) for C21H24IN5S4Sr as an isolated structure.

Cartesian coordinates (Å):
1 H 2.40 -0.93 1.64
2 H -0.15 -1.27 -3.79
3 H 1.57 1.00 -2.14
4 C -4.89 2.93 0.00
5 C -7.50 3.95 0.15
6 H -1.78 0.33 -2.68
7 N 1.47 -1.07 -0.89
8 C -7.29 2.58 0.02
9 H 2.38 1.45 1.61
10 N -9.91 4.90 0.26
11 H -8.14 1.91 -0.02
12 N 2.50 0.95 0.73
13 C -0.74 -0.97 1.67
14 H 3.36 1.13 -1.15
15 C -8.84 4.48 0.22
16 H -1.73 -0.63 1.97
17 C 3.44 -1.93 -2.59
18 H 4.75 -1.71 -0.88
19 C 2.17 -1.69 -3.07
20 H -4.27 4.97 0.20
21 C 1.18 1.94 -2.53
22 H 2.27 3.68 0.13
23 C -0.21 -0.98 -2.73
24 N 1.14 2.86 -1.40
25 C -3.57 2.42 -0.10
26 H -6.57 5.88 0.33
27 C 2.98 -0.43 0.86
28 C -6.01 2.08 -0.05
29 H 1.90 2.22 -3.32
30 C 3.18 1.77 -0.28
31 N -0.77 0.37 -2.55
32 C 1.18 -1.27 -2.18
33 C -5.12 4.31 0.14
34 H -0.87 2.35 -3.18
35 S -0.73 -2.70 1.68
36 H -0.93 -1.66 -2.23
37 S -2.53 -3.05 -1.12
38 S -0.68 -3.48 -0.35
39 C 2.45 3.05 -0.73
40 H 4.22 -2.29 -3.25
41 C -6.41 4.81 0.22
42 C 2.72 -1.13 -0.46
43 I 0.58 3.27 2.52
44 S 1.11 -3.29 2.28
45 H 4.18 2.10 0.05
46 Sr 0.06 0.85 -0.25
47 C 3.74 -1.62 -1.27
48 H -5.84 1.02 -0.15
49 H 0.03 -0.63 2.37
50 H 0.75 3.76 -1.65
51 C -0.16 1.52 -3.20
52 H 3.16 3.55 -1.41
53 H 4.05 -0.50 1.11
54 C -2.44 1.94 -0.15
55 H 1.93 -1.83 -4.12
56 H 0.09 1.31 -4.25

Summary:
M   689.2 g/mol
Charge   -2
HOMO-LUMO gap   4.6 eV
ΔE to the lowest compared entry with this formula, charge and spin   6.4 kcal/mol
HOMO   -0.907 eV
Largest force on an atom   3.900 eV Å⁻¹
Calculated total energy   -81895.4334 eV